15
Properties=species:S:1:pos:R:3:forces:R:3 method="wB97M-V/def2-TZVPD" total_charge=0 e_above_lowest_kcal_mol=56.7
C -0.840 -0.593 -0.052 1.0 0.9 0.6
C 0.110 -0.987 -1.107 0.1 -0.8 -3.2
C -1.980 -1.593 -0.045 2.0 -2.2 0.9
C 1.936 3.205 0.849 1.1 0.8 0.4
N 1.352 -1.323 -1.277 -3.1 0.7 -0.3
S 0.757 2.344 1.544 0.7 0.7 -0.5
I 2.588 -1.257 0.285 0.7 0.2 1.0
H -1.228 0.433 -0.185 0.4 -0.4 -0.4
H -0.578 -1.146 -2.033 1.8 0.2 0.7
H -1.907 -2.396 -0.822 0.2 0.7 0.6
H -1.934 -2.067 0.946 -0.4 -0.2 -0.4
H -2.897 -1.153 -0.149 -2.3 1.2 -0.2
H -0.245 -0.527 0.850 -0.3 -0.2 0.7
H 2.323 3.021 -0.184 -0.6 0.0 0.8
H 2.544 4.040 1.383 -1.3 -1.4 -0.7

---

8
Properties=species:S:1:pos:R:3:forces:R:3 method="wB97M-V/def2-TZVPD" total_charge=0 e_above_lowest_kcal_mol=30.7
C -1.086 0.268 -0.550 -1.9 0.1 0.1
C 1.069 -0.200 0.184 2.0 -0.1 0.8
O 0.160 0.063 -0.769 -0.7 0.4 -2.8
S -2.147 0.681 -1.689 0.1 0.1 -0.1
I -1.905 -0.046 1.457 0.4 0.1 -0.3
H 0.566 -0.664 0.939 -0.8 -1.7 2.4
H 1.447 0.693 0.579 0.8 1.5 0.5
H 1.897 -0.795 -0.152 0.1 -0.4 -0.6

---

43
Properties=species:S:1:pos:R:3:forces:R:3 method="wB97M-V/def2-TZVPD" total_charge=0 e_above_lowest_kcal_mol=22.1
Ne 0.504 0.300 -0.105 0.0 -0.1 0.0
O -0.901 -2.485 -1.322 0.5 -0.1 -0.7
H -1.698 -2.035 -1.041 -0.6 0.2 -0.1
H -0.577 -2.915 -0.531 0.1 -0.1 0.6
O -0.200 2.301 -2.076 -0.4 0.2 0.3
H 0.047 3.057 -2.610 -0.1 0.4 -0.2
H -0.541 1.665 -2.705 -0.1 -0.5 -0.3
O 1.890 -0.272 2.820 0.1 0.0 0.1
H 1.790 0.282 2.046 0.0 0.2 -0.3
H 1.282 0.098 3.461 -0.2 0.0 0.2
O 2.361 1.944 -1.649 0.8 0.3 0.4
H 1.408 1.963 -1.565 -0.6 -0.1 0.0
H 2.545 2.470 -2.427 0.3 -0.1 -0.2
O -2.970 1.469 0.264 -0.3 -0.2 -0.5
H -3.482 1.086 0.976 -0.2 0.1 0.2
H -2.117 1.658 0.657 0.5 0.1 0.4
O -3.533 -1.204 -1.050 0.1 -0.4 0.0
H -4.147 -1.551 -0.403 -0.2 -0.2 0.1
H -3.301 -0.336 -0.720 0.1 0.7 0.0
O -1.820 -0.877 2.971 0.0 -0.5 0.2
H -1.307 -0.072 2.903 0.3 0.3 -0.4
H -2.718 -0.605 2.782 -0.2 -0.1 0.0
O -3.133 1.444 -2.666 0.1 -0.2 -0.3
H -3.078 2.131 -3.331 -0.1 0.2 -0.2
H -2.483 1.692 -2.009 -0.1 0.2 0.5
O 1.747 2.867 1.263 -0.3 -0.1 0.4
H 1.682 3.602 0.653 0.0 0.1 -0.2
H 2.651 2.564 1.178 0.3 -0.2 -0.1
O 2.951 -2.299 1.159 0.0 -0.6 0.1
H 3.238 -1.833 0.373 0.2 0.3 -0.5
H 2.315 -1.712 1.567 -0.1 0.0 0.3
O 1.725 -2.752 -2.335 0.7 0.1 -0.2
H 0.788 -2.681 -2.151 -0.8 0.3 0.1
H 1.945 -3.657 -2.112 0.2 -0.2 0.1
O 3.572 -0.550 -1.273 0.5 -0.3 0.5
H 2.970 0.184 -1.151 0.0 0.5 -0.3
H 3.047 -1.221 -1.709 -0.4 -0.5 -0.4
O -0.737 1.764 2.094 -0.6 -0.5 0.3
H -0.707 2.100 2.990 -0.1 0.4 0.2
H 0.092 2.042 1.705 0.8 0.3 -0.3
O -0.456 -3.191 1.313 0.0 -0.3 0.0
H 0.141 -3.801 1.746 0.3 -0.2 0.0
H -0.786 -2.635 2.019 -0.3 0.5 0.2

---

9
Properties=species:S:1:pos:R:3:forces:R:3 method="wB97M-V/def2-TZVPD" smiles="CC(=O)C(=O)Cl" total_charge=0 e_above_lowest_kcal_mol=34.1
C -0.388 0.288 -1.502 -0.8 -0.4 0.0
C 0.193 1.168 -2.461 2.5 3.2 -3.0
C 0.033 0.048 -0.107 -0.9 0.1 -1.1
O -1.419 0.151 -2.105 -2.5 -2.1 0.8
O 0.640 1.013 -3.550 0.1 -0.6 1.1
Cl -0.268 2.911 -2.024 0.2 -0.4 0.4
H -0.776 0.623 0.344 0.7 1.0 0.7
H 1.063 0.441 -0.157 -0.5 -0.5 1.5
H -0.271 -0.920 0.296 1.0 -0.4 -0.4

---

48
Properties=species:S:1:pos:R:3:forces:R:3 method="wB97M-V/def2-TZVPD" total_charge=0 e_above_lowest_kcal_mol=159.9
O 2.013 3.501 -3.018 -0.8 -1.4 1.2
H 2.096 2.571 -2.654 0.1 1.5 -0.5
H 1.239 3.832 -2.510 0.7 -0.2 -0.5
O -1.311 -2.775 -1.264 -0.3 -1.7 1.5
H -1.510 -3.747 -1.339 0.1 1.4 -0.1
H -1.430 -2.652 -0.282 0.3 0.2 -1.4
O -1.825 2.483 -2.063 -1.9 -1.3 0.6
H -2.742 2.139 -1.834 1.0 1.5 0.5
H -1.710 1.725 -2.638 1.1 -0.2 -0.6
O -3.815 2.378 0.220 0.0 1.3 1.3
H -3.869 3.068 0.933 -0.4 -0.8 -1.1
H -2.990 1.972 0.489 0.4 -0.6 -0.1
O -2.729 1.034 -4.291 0.5 1.1 -0.4
H -2.189 1.847 -4.434 -0.4 -0.9 0.0
H -3.603 1.348 -4.556 -0.1 -0.3 0.1
O 2.639 1.141 -0.358 -1.5 2.5 -1.2
H 2.639 0.255 -0.691 0.8 -0.6 0.6
H 3.137 1.361 0.427 0.3 -1.2 -0.1
O -0.293 0.798 0.793 -0.9 0.6 -1.3
H 0.519 1.158 1.182 0.0 0.0 -0.9
H -0.442 1.166 -0.139 0.9 -0.5 2.0
O 1.824 -1.532 5.210 1.4 1.3 -0.3
H 1.763 -1.057 4.356 -0.3 -0.4 0.7
H 2.583 -1.048 5.632 -1.1 -0.8 -0.4
O 3.960 -3.634 -1.829 0.3 0.5 0.3
H 3.440 -2.845 -2.003 0.0 0.4 -0.3
H 3.255 -4.267 -1.900 -0.3 -0.8 0.0
O -3.960 -1.500 -1.789 -1.5 -0.2 0.1
H -3.032 -1.426 -1.946 1.0 -0.2 -0.3
H -4.298 -2.218 -2.346 0.4 0.4 0.2
O 3.447 -0.392 1.505 0.6 -0.6 0.0
H 2.900 -0.871 2.129 0.0 -0.3 0.0
H 3.788 -1.040 0.857 -0.3 0.5 0.7
O 4.587 -0.670 -1.666 0.5 -2.0 1.1
H 5.437 -0.366 -2.010 -0.2 0.0 0.0
H 4.810 -1.552 -1.217 -0.3 1.7 -1.1
O -2.779 1.870 3.869 0.0 -0.9 -1.1
H -2.978 2.660 4.341 0.0 0.9 0.5
H -1.924 2.012 3.431 -0.8 -0.1 1.0
O -2.878 -1.335 4.445 -0.1 -0.3 0.1
H -3.340 -2.070 4.845 0.2 -0.4 0.7
H -3.479 -1.196 3.718 -0.1 0.8 -0.7
O -0.051 2.278 3.509 -0.4 0.0 -1.2
H -0.592 2.237 2.675 1.4 0.1 0.6
H 0.469 3.086 3.437 -0.1 0.0 -0.1
O 1.383 -3.023 -2.934 -0.8 -0.4 0.8
H 0.577 -3.346 -2.478 0.6 0.7 -0.1
H 1.264 -3.358 -3.817 0.2 -0.1 -0.7

---

15
Properties=species:S:1:pos:R:3:forces:R:3 method="wB97M-V/def2-TZVPD" total_charge=0 e_above_lowest_kcal_mol=13.3
Li -0.415 -0.180 0.384 0.8 -1.0 -0.7
C 1.925 -0.526 -0.393 -1.4 -4.2 4.7
O 0.959 -1.556 -0.220 -0.6 0.9 -0.6
H 1.934 -0.134 0.629 0.7 1.7 -0.3
H 1.814 0.016 -1.205 -1.5 3.9 -3.7
H 2.897 -0.840 -0.609 2.2 -1.4 0.2
O -1.032 -0.681 2.147 1.2 3.1 4.1
H -0.187 -0.854 2.755 -2.5 0.2 -2.1
H -1.441 0.178 2.654 1.3 -3.2 -1.8
O -0.102 1.883 -0.456 1.7 -0.4 -3.4
H -0.941 2.308 -0.414 -1.2 0.7 0.0
H 0.165 1.973 -1.478 -0.7 -0.4 3.6
O -1.947 -0.313 -0.936 -0.6 -0.7 -0.1
H -1.420 -0.038 -1.687 0.2 0.0 -0.3
H -2.208 -1.229 -1.170 0.3 0.7 0.4

---

38
Properties=species:S:1:pos:R:3:forces:R:3 method="wB97M-V/def2-TZVPD" spin_multiplicity=4 total_charge=-2 e_tot_ha=-2086.404639
Pd -25.804 14.801 11.121 -0.3 -2.0 -1.2
Cl -27.390 12.991 12.316 0.3 0.5 -0.2
Cl -23.630 13.392 11.908 -0.2 0.3 -0.2
Cl -27.822 16.134 9.995 0.5 -0.1 0.1
C -23.280 18.355 10.779 0.1 -0.6 0.9
C -23.929 17.073 11.419 0.7 1.5 0.0
C -25.135 17.421 12.326 1.4 -1.1 -1.7
O -25.680 16.151 12.767 -0.4 2.5 0.9
C -26.535 16.354 13.901 0.3 -1.0 0.5
N -24.156 16.171 10.311 -0.8 -0.2 -0.7
H -22.628 18.905 11.457 -0.3 0.4 0.3
H -24.032 18.971 10.286 -0.1 0.2 0.3
H -22.588 18.109 9.974 0.1 -0.5 -0.1
H -23.306 16.498 12.104 0.6 0.3 -0.2
H -25.819 18.034 11.739 -0.6 -0.1 0.4
H -24.637 17.968 13.127 -0.5 0.1 0.4
H -26.912 17.372 14.004 0.0 0.0 -0.4
H -25.928 16.117 14.775 0.1 0.2 0.3
H -27.333 15.612 13.922 -0.1 0.1 -0.5
H -23.228 15.978 9.961 0.8 -1.4 0.7
H -24.361 16.677 9.462 -1.4 0.9 0.0
C -23.628 12.972 7.865 -0.2 -0.4 -0.1
C -24.780 13.951 8.150 -0.6 0.1 -0.3
C -25.836 14.420 7.073 0.2 0.2 0.3
O -26.960 13.482 6.854 1.4 0.1 0.1
C -28.151 14.061 6.332 0.9 1.2 0.4
N -25.628 13.460 9.227 -0.1 -0.8 0.2
H -22.918 13.303 7.106 -0.1 0.2 0.0
H -23.925 11.949 7.631 -0.7 0.0 -0.7
H -23.088 12.738 8.782 0.2 0.8 0.3
H -24.353 14.883 8.519 0.2 -0.1 -0.5
H -25.290 14.755 6.191 -0.3 -0.7 -0.7
H -26.240 15.357 7.456 -0.3 -0.1 0.4
H -28.732 14.620 7.067 0.0 -0.3 0.6
H -28.793 13.305 5.879 0.4 -0.1 -0.1
H -27.829 14.860 5.664 -0.3 -0.2 -0.8
H -25.243 12.592 9.571 0.3 0.0 0.7
H -26.417 13.142 8.683 -1.1 0.0 0.8

---

71
Properties=species:S:1:pos:R:3:forces:R:3 method="wB97M-V/def2-TZVPD" total_charge=+1 e_tot_ha=-70623.166497
C -0.164 -0.775 1.139 -1.3 0.2 0.5
C -1.075 0.452 0.818 0.2 1.9 -0.5
C -0.394 1.726 0.488 -2.4 0.0 1.1
C 1.173 1.839 0.434 -1.1 -0.4 -1.3
O 1.641 1.854 -0.658 0.3 0.0 0.6
O 1.943 1.956 1.615 -1.9 1.4 -0.5
O 2.678 0.802 1.845 2.8 -1.2 -0.9
C 3.927 0.900 1.207 -3.2 0.2 0.0
N 4.649 1.095 0.335 0.8 -0.1 -0.1
C -1.214 2.901 0.179 -0.9 -1.5 0.4
C -2.655 2.804 0.242 1.5 -0.7 -0.1
N -3.254 1.601 0.557 2.1 -0.3 0.1
C -2.536 0.441 0.821 1.1 0.1 -0.1
C -3.341 -0.860 1.116 0.2 0.5 -1.6
C -2.859 -2.022 0.134 0.6 -0.6 -0.3
N -2.676 -1.803 -1.110 -0.1 0.0 1.3
H 0.188 -1.268 0.199 -0.1 0.6 0.8
H 0.663 -0.431 1.808 -0.5 -0.4 -0.8
H -0.749 -1.535 1.733 0.6 0.7 -0.7
H -0.760 3.874 -0.108 -0.4 -0.9 0.3
H -3.344 3.654 0.017 0.8 -0.9 0.3
H -4.288 1.536 0.603 0.6 0.1 -0.2
H -3.271 -1.136 2.192 -0.1 0.5 -1.0
H -4.410 -0.664 0.829 1.0 -0.2 0.6
H -2.632 -3.082 0.571 -0.6 2.5 -1.5
H -2.345 -2.681 -1.526 -0.2 0.4 -0.2
C 4.092 2.696 -3.023 0.0 -0.1 0.1
Br 4.558 0.831 -3.225 -0.1 0.3 0.0
Br 5.638 3.783 -2.615 -0.2 -0.2 -0.1
Br 3.125 3.369 -4.560 0.1 0.0 0.2
H 3.422 2.764 -2.172 0.1 0.0 -0.1
C 6.210 -0.328 4.196 0.3 -0.2 0.1
Br 4.560 0.547 3.681 0.6 -0.3 1.2
Br 7.641 0.083 2.970 -0.2 0.0 0.1
Br 6.689 0.058 6.028 0.0 0.0 -0.3
H 6.034 -1.397 4.132 -0.1 0.2 0.0
C 0.542 2.305 -7.811 0.1 0.0 0.0
Br 0.459 3.678 -9.170 0.0 -0.2 0.2
Br -1.065 2.264 -6.732 0.2 0.0 -0.1
Br 0.943 0.571 -8.566 -0.1 0.2 0.1
H 1.363 2.561 -7.149 -0.1 -0.1 -0.1
C 7.127 -0.177 9.864 0.0 0.0 0.0
Br 6.529 0.757 11.448 0.1 -0.1 -0.2
Br 8.645 0.701 9.043 -0.2 -0.1 0.1
Br 7.486 -2.043 10.221 0.0 0.3 0.0
H 6.313 -0.141 9.147 0.1 0.0 0.1
C 6.060 -2.369 -0.915 0.1 0.2 0.1
Br 7.892 -2.761 -0.433 -0.3 0.0 -0.1
Br 5.809 -2.391 -2.831 0.1 -0.1 0.1
Br 4.810 -3.538 -0.011 0.1 0.1 -0.1
H 5.850 -1.357 -0.578 0.0 -0.1 -0.1
C -7.030 0.509 -1.200 -0.2 0.0 -0.5
Br -8.636 1.409 -1.778 0.3 -0.2 0.2
Br -5.532 0.877 -2.367 -0.1 0.0 0.3
Br -6.609 0.912 0.652 -0.3 0.1 0.0
H -7.223 -0.557 -1.256 0.1 0.2 0.1
C 2.425 -3.384 -4.361 0.2 0.0 -0.1
Br 2.345 -2.016 -5.725 0.0 -0.2 0.2
Br 0.815 -3.420 -3.284 0.1 0.0 -0.1
Br 2.829 -5.121 -5.106 -0.1 0.3 0.1
H 3.244 -3.125 -3.697 -0.2 0.0 0.0
C -11.667 3.409 -3.306 0.0 0.1 -0.1
Br -12.336 4.485 -4.766 0.1 -0.2 0.2
Br -12.103 4.179 -1.586 0.0 -0.1 -0.2
Br -12.258 1.571 -3.439 0.1 0.2 0.0
H -10.585 3.403 -3.386 -0.2 0.0 0.0
C -2.705 -4.921 3.749 0.0 -0.2 0.4
Br -2.828 -3.411 2.532 0.0 -1.8 2.2
Br -3.810 -6.394 3.166 0.2 0.3 0.0
Br -0.871 -5.460 4.030 -0.3 0.1 -0.1
H -3.092 -4.592 4.708 0.1 0.0 -0.2